(1)
ORCA calculation (wB97M-V/def2-TZVPD) on C25H34N4S6Sb2TeY as an isolated structure.

Structure (ORCA input):
```
! RIJCOSX wB97M-V def2-TZVPD def2/J DEFGRID3
* xyz 1 1
Y 0.112 -0.458 0.763
C -0.731 3.959 -0.318
Sb -0.734 2.109 -1.376
C -2.685 2.346 -2.210
C 0.376 2.885 -3.045
C 0.413 1.922 -4.204
C -0.675 1.870 -5.080
C -0.715 0.975 -6.140
C 0.354 0.111 -6.339
C 1.448 0.169 -5.486
C 1.505 1.069 -4.417
C 2.757 1.102 -3.573
Sb 2.552 0.398 -1.526
C 4.434 -0.591 -1.483
C 1.421 -1.372 -2.088
H -0.966 4.741 -1.042
H 0.255 4.130 0.115
H -1.479 3.974 0.479
H -2.795 3.375 -2.558
H -3.455 2.130 -1.464
H -2.811 1.657 -3.049
H 1.360 3.153 -2.666
H -0.159 3.800 -3.293
H -1.502 2.558 -4.930
H -1.567 0.961 -6.812
H 0.348 -0.590 -7.165
H 2.298 -0.488 -5.663
H 3.211 2.096 -3.530
H 3.494 0.420 -3.993
H 4.569 -1.104 -2.434
H 4.438 -1.308 -0.665
H 5.236 0.133 -1.332
H 1.781 -1.694 -3.065
H 0.343 -1.178 -2.196
H 1.601 -2.186 -1.374
C -3.844 3.112 3.641
C -2.361 3.026 3.607
N -1.546 3.585 4.435
N -0.306 3.201 3.966
C -0.317 2.444 2.888
S 1.040 1.889 2.015
N -1.637 2.338 2.633
N -2.149 1.503 1.641
H -4.138 3.803 4.428
H -4.283 2.133 3.847
H -4.236 3.481 2.689
H 0.521 3.472 4.468
H -2.779 2.051 1.069
H -2.664 0.772 2.120
C -3.286 -0.434 6.319
S -4.094 -0.744 4.722
C -3.179 -2.130 4.153
C -1.962 -2.093 3.576
S -0.920 -0.703 3.351
S -1.352 -3.634 3.033
C -2.703 -4.631 3.479
S -2.795 -6.221 3.158
S -3.928 -3.706 4.273
H -3.699 0.500 6.707
H -2.211 -0.324 6.175
H -3.499 -1.240 7.016
Te 2.675 -1.345 1.829
C 2.962 -3.213 0.890
C 4.260 -3.709 0.788
C 4.494 -4.934 0.167
C 3.439 -5.672 -0.360
C 2.140 -5.190 -0.249
C 1.906 -3.971 0.378
H 5.091 -3.144 1.194
H 5.509 -5.311 0.097
H 3.627 -6.625 -0.844
H 1.307 -5.768 -0.640
H 0.882 -3.642 0.502
*
```

The energy comes out at -118854.0566 eV. The highest occupied orbital energy comes out at -0.354 hartree. Its orbital gap is 0.21844 hartree. The value obtained for the energy above the lowest of the compared OMol25 structures with the same formula, charge and spin is 157.7 kJ/mol.



(2)
ORCA calculation (wB97M-V/def2-TZVPD) on C25H23BeBrClCsF11MgNNaO11 as an isolated structure.

Structure (ORCA input):
```
! RIJCOSX wB97M-V def2-TZVPD def2/J DEFGRID3
* xyz 1 1
C -1.593 5.201 4.191
C -1.618 3.871 3.211
C -0.095 3.795 2.529
Br 0.228 5.192 1.132
C 0.232 2.257 2.061
C -0.447 1.504 0.963
C -1.681 2.181 0.112
C -3.112 1.371 0.409
O -3.662 0.495 -0.460
O -3.877 1.620 1.650
C 0.056 -0.048 0.597
O -0.728 -0.976 0.041
C 1.645 -0.408 0.968
C 2.411 -1.562 0.092
C 3.216 -0.881 -1.203
C 2.765 0.664 -1.514
C 3.564 1.304 -2.837
F 3.618 2.789 -2.567
F 4.977 0.863 -2.933
C 2.732 1.136 -4.241
F 1.770 0.008 -4.265
F 1.993 2.396 -4.628
F 3.766 0.962 -5.328
C 2.347 0.301 2.072
C 3.879 0.045 2.590
F 4.409 1.214 3.388
F 4.878 -0.197 1.526
C 3.780 -1.200 3.703
F 4.233 -2.495 3.147
F 2.337 -1.328 4.133
F 4.509 -0.791 4.955
C 1.437 1.444 2.887
O 1.576 1.732 4.183
H -0.555 5.311 4.770
H -1.656 6.143 3.472
H -2.420 5.194 5.027
H -2.477 3.874 2.415
H -1.669 2.932 3.946
H 0.644 4.050 3.431
H -1.502 2.046 -1.060
H -1.904 3.305 0.391
H -3.418 1.229 2.453
H 1.587 -2.300 -0.305
H 3.264 -2.111 0.721
H 4.385 -0.995 -1.025
H 2.888 -1.535 -2.144
H 3.006 1.427 -0.631
H 1.600 0.684 -1.748
C -2.910 -5.580 -1.809
C -1.823 -4.945 -1.208
C -1.860 -3.571 -0.973
C -2.989 -2.833 -1.329
C -4.077 -3.468 -1.927
C -4.037 -4.841 -2.171
H -2.880 -6.650 -1.996
H -0.946 -5.522 -0.924
H -1.010 -3.076 -0.511
H -3.020 -1.763 -1.141
H -4.958 -2.893 -2.203
H -4.883 -5.335 -2.641
Cs 3.069 2.896 2.237
C 1.243 6.189 -4.932
O 2.000 6.169 -5.932
O 1.194 4.997 -4.355
O 0.567 7.111 -4.423
H 1.810 4.626 -5.019
Be -1.011 -3.968 -3.227
O 0.135 -6.507 1.282
H -0.796 -6.552 1.160
N -5.858 -4.063 0.722
O -5.255 -3.307 1.502
O -5.582 -5.274 0.692
O -6.737 -3.608 -0.029
Cl 6.378 -0.632 2.819
Mg -0.352 -0.259 -4.698
F -7.076 -2.683 1.876
Na 0.346 -6.370 -1.117
*
```

The energy comes out at -173531.6677 eV. The highest occupied orbital energy comes out at -0.344 hartree. Its orbital gap is 0.05074 hartree.



(3)
ORCA calculation (wB97M-V/def2-TZVPD) on a 6-piece molecular cluster, C36H80N4O4 overall.

Structure (ORCA input):
```
! RIJCOSX wB97M-V def2-TZVPD def2/J DEFGRID3
* xyz 2 1
C 5.557 1.041 1.896
C 4.693 1.939 0.973
C 3.384 2.369 1.739
O 5.391 2.817 0.222
H 5.937 0.200 1.317
H 4.860 0.560 2.602
H 6.265 1.553 2.543
H 4.150 1.214 0.298
H 2.794 2.995 1.062
H 3.699 3.014 2.568
H 2.794 1.505 2.052
O 1.937 -1.292 0.574
C 0.757 -0.865 -0.004
O 0.848 0.216 -0.659
O -0.314 -1.463 0.261
H 2.374 -0.488 0.178
C 2.327 -1.513 4.656
C 1.824 -2.911 4.220
C 0.430 -2.721 3.608
N -0.111 -4.072 3.152
C -0.329 -4.968 4.342
C -1.452 -3.892 2.474
C -1.576 -4.896 1.322
C -0.204 -5.570 1.267
C 0.783 -4.765 2.132
H 2.480 -0.822 3.823
H 3.257 -1.616 5.210
H 1.609 -1.004 5.304
H 1.793 -3.354 5.220
H 2.562 -3.473 3.653
H 0.542 -2.086 2.730
H -0.198 -2.287 4.382
H -1.069 -4.460 4.959
H 0.618 -5.115 4.845
H -0.844 -5.862 3.997
H -2.239 -4.005 3.224
H -1.640 -2.854 2.199
H -2.376 -5.576 1.600
H -1.826 -4.316 0.435
H -0.406 -6.572 1.662
H 0.244 -5.855 0.316
H 1.561 -5.349 2.606
H 1.092 -3.924 1.509
C -2.610 -4.444 -2.417
C -2.136 -3.111 -2.981
C -3.235 -2.063 -3.201
N -2.632 -0.740 -3.690
C -1.937 -0.891 -5.013
C -1.719 -0.022 -2.728
C -1.849 1.482 -3.008
C -3.331 1.577 -3.333
C -3.788 0.261 -3.937
H -3.240 -4.320 -1.534
H -1.695 -4.955 -2.120
H -3.192 -5.082 -3.082
H -1.527 -3.219 -3.875
H -1.492 -2.701 -2.194
H -3.712 -1.742 -2.280
H -3.902 -2.382 -3.999
H -2.578 -1.461 -5.678
H -1.031 -1.458 -4.800
H -1.566 0.061 -5.384
H -0.721 -0.450 -2.846
H -1.875 -0.323 -1.688
H -1.148 1.732 -3.808
H -1.465 2.037 -2.153
H -3.632 2.545 -3.731
H -3.779 1.661 -2.334
H -3.966 0.312 -5.006
H -4.688 -0.024 -3.400
C 1.258 4.221 -0.778
C 2.377 3.932 -1.784
C 1.894 2.874 -2.770
N 3.139 2.285 -3.456
C 3.930 3.334 -4.166
C 2.700 1.252 -4.472
C 3.704 0.087 -4.430
C 4.663 0.440 -3.283
C 3.942 1.526 -2.471
H 1.261 3.452 -0.011
H 0.278 4.227 -1.277
H 1.256 5.226 -0.356
H 3.223 3.547 -1.206
H 2.674 4.819 -2.339
H 1.231 3.319 -3.514
H 1.466 1.956 -2.366
H 3.255 3.881 -4.831
H 4.686 2.888 -4.806
H 4.272 4.117 -3.497
H 2.588 1.733 -5.443
H 1.711 0.863 -4.226
H 4.290 0.083 -5.347
H 3.179 -0.854 -4.299
H 5.628 0.789 -3.649
H 4.918 -0.402 -2.641
H 4.662 2.215 -2.015
H 3.325 1.102 -1.680
C -5.950 2.957 3.685
C -4.710 2.080 3.460
C -3.781 2.698 2.423
N -2.566 1.854 2.090
C -2.880 0.682 1.216
C -1.438 2.720 1.482
C -0.110 2.209 1.977
C -0.413 1.116 3.011
C -1.882 1.397 3.377
H -6.413 3.196 2.726
H -5.611 3.870 4.180
H -6.673 2.446 4.314
H -5.178 1.158 3.095
H -4.293 1.846 4.440
H -3.372 3.671 2.681
H -4.399 2.765 1.528
H -1.960 0.137 0.979
H -3.237 1.084 0.267
H -3.638 0.069 1.693
H -1.562 2.696 0.399
H -1.617 3.751 1.779
H 0.560 1.811 1.214
H 0.504 2.945 2.495
H -0.207 0.105 2.670
H 0.140 1.349 3.920
H -2.404 0.495 3.691
H -1.953 2.226 4.075
*
```

The energy comes out at -52762.4259 eV. The highest occupied orbital energy comes out at -0.324 hartree. Its orbital gap is 0.16208 hartree. The value obtained for the energy above the lowest of the compared OMol25 structures with the same formula, charge and spin is 0.0 kJ/mol.